Entry 1:
Formula: C18H23AuO
Source: the Open Molecules 2025 dataset
Level of theory: ωB97M-V with the def2-TZVPD basis set

Positions of all 43 atoms, in Å:
Au1 1.28682 -0.21348 1.47982
C1 3.01952 0.42792 2.59132
C2 2.26342 1.37142 3.34062
C3 2.06272 2.65442 2.84932
C4 2.60442 3.03692 1.62592
C5 3.36112 2.13862 0.87942
C6 3.58032 0.84782 1.34982
H1 3.43772 -0.43438 3.10032
H2 1.90712 1.10542 4.32612
H3 1.49642 3.36472 3.43392
H4 2.44502 4.04002 1.25912
H5 3.80612 2.45092 -0.05358
H6 4.25882 0.18932 0.82682
C7 0.48172 1.93282 -1.78968
C8 -0.94508 1.52382 -2.12108
C9 -1.93978 2.18472 -1.16028
C10 -1.20628 0.04422 -2.15368
C11 -1.80578 -0.57728 -3.22158
C12 -2.18568 -1.91658 -3.16628
C13 -1.97988 -2.64938 -1.99448
C14 -1.36588 -2.10718 -0.89408
C15 -1.28808 -2.85178 0.41702
C16 -2.25358 -2.23488 1.42832
C17 0.10312 -3.05858 0.98282
C18 -0.89788 -0.72438 -0.93868
O1 -0.32598 -0.16048 0.02322
H7 0.59192 2.99392 -2.00268
H8 1.19932 1.38592 -2.39368
H9 0.70392 1.78682 -0.73218
H10 -1.15778 1.88232 -3.13998
H11 -1.75358 1.86172 -0.13408
H12 -2.96908 1.94842 -1.42168
H13 -1.81708 3.26562 -1.19078
H14 -1.98578 -0.03198 -4.13848
H15 -2.65668 -2.38848 -4.01498
H16 -2.30818 -3.67838 -1.96758
H17 -1.65768 -3.86458 0.19952
H18 -1.94228 -1.22778 1.70852
H19 -2.28358 -2.83798 2.33282
H20 -3.25998 -2.18028 1.01862
H21 0.54902 -2.10058 1.33742
H22 0.77952 -3.50288 0.25512
H23 0.04762 -3.69668 1.86342

For the maximum force, the calculation gives 3.0 eV/Å. As for the HOMO energy: -15.77 eV. For the orbital gap, the calculation gives 0.1819 Eh. The charge is +2.



Entry 2:
Formula: C18H23Br2N2O5S
Source: the Open Molecules 2025 dataset
Level of theory: ωB97M-V with the def2-TZVPD basis set

Positions of all 51 atoms, in Å:
C1 -1.83646 -6.14989 -2.07771
C2 -2.09255 -4.54338 -2.14762
O1 -1.43878 -3.92967 -3.29954
C3 -1.38374 -2.48824 -3.16406
C4 0.17055 -1.97771 -3.14111
N1 0.52916 -1.81897 -1.69070
C5 1.00314 -2.92839 -0.87406
S1 1.28082 -4.70096 -1.33939
C6 1.24834 -2.38745 0.54931
O2 1.74145 -3.17704 1.61177
N2 0.86649 -0.99226 0.47991
C7 0.93676 -0.14857 1.73210
C8 -0.41425 -0.52531 2.57568
C9 -1.59903 0.57113 2.34196
Br1 -0.06691 -0.90335 4.49095
C10 0.46213 -0.65213 -0.85752
C11 0.02241 0.82298 -1.25430
C12 1.35223 1.55521 -1.82781
O3 1.54798 1.61186 -3.06826
Br2 2.69585 2.36884 -0.59642
H1 -1.25764 -6.34882 -1.10191
H2 -1.16723 -6.40912 -2.97617
H3 -2.81244 -6.74372 -2.05179
H4 -3.20532 -4.27840 -2.21646
H5 -1.66870 -4.09883 -1.16604
H6 -1.98190 -2.00260 -4.01899
H7 -1.90262 -2.18188 -2.18603
H8 0.85459 -2.81450 -3.54971
H9 0.25000 -1.00880 -3.73756
H10 1.90609 -4.60198 -2.58788
H11 2.48125 -3.69661 1.20880
H12 1.87604 -0.38147 2.35134
H13 0.92968 0.97326 1.45478
H14 -0.82980 -1.50602 2.12326
H15 -1.91114 0.99700 3.35389
H16 -1.26766 1.38782 1.61433
H17 -2.49955 0.04505 1.86691
H18 -0.39579 1.37321 -0.33651
H19 -0.79823 0.86538 -2.05707
C13 0.23458 5.03475 3.16613
C14 0.60294 6.26989 3.50872
C15 1.09525 7.23099 2.49871
O4 1.43295 8.35554 2.80966
C16 1.16157 6.77013 1.09509
C17 0.79297 5.53481 0.75351
C18 0.30112 4.57497 1.76351
O5 -0.03830 3.44454 1.45116
H20 -0.12754 4.31783 3.89255
H21 0.55972 6.62299 4.53158
H22 1.52355 7.48663 0.36835
H23 0.83599 5.18127 -0.26935

For the maximum force, the calculation gives 5.8 eV/Å. As for the HOMO energy: -12.19 eV. For the orbital gap, the calculation gives 0.3079 Eh. The charge is +1.



Entry 3:
Formula: C18H23BrN2O4PPdS2SbSe4
Source: the Open Molecules 2025 dataset
Level of theory: ωB97M-V with the def2-TZVPD basis set

Positions of all 57 atoms, in Å:
Pd1 -2.21866 0.44298 2.61839
S1 -3.25935 -1.70895 3.28460
C1 -4.09835 -1.45664 1.85950
S2 -4.29059 0.09234 1.22016
C2 -4.63175 -2.71589 1.36303
C3 -4.94403 -3.11321 0.04441
N1 -5.32187 -3.54210 -0.98374
C4 -4.70393 -3.76954 2.26157
N2 -4.87703 -4.72601 2.89941
C5 1.58647 3.88081 5.07028
C6 0.64845 2.74357 5.05555
O1 0.97702 1.74565 4.13283
P1 0.27541 1.15863 2.77307
O2 1.29433 -0.13183 2.55332
C7 1.36969 -1.42449 3.23610
C8 0.40343 -2.47851 2.67556
O3 0.95961 1.96106 1.53217
C9 0.51957 3.17187 0.90481
C10 -0.56183 2.86902 -0.11943
H1 1.63785 4.27844 6.09405
H2 1.35505 4.64869 4.32825
H3 2.61528 3.48070 4.89669
H4 -0.44781 2.97878 4.92699
H5 0.75114 2.19591 6.05489
H6 1.21151 -1.21211 4.26813
H7 2.34291 -1.84554 3.02926
H8 0.51656 -2.71718 1.58188
H9 -0.57115 -2.00901 2.75212
H10 0.40739 -3.42992 3.20718
H11 1.42619 3.61380 0.47056
H12 0.25764 3.90593 1.58367
H13 -0.24959 2.16611 -0.85702
H14 -0.89806 3.78167 -0.67824
H15 -1.40906 2.34392 0.35675
Br1 -2.38876 3.06265 3.03678
C11 0.83287 -0.08398 -3.94701
C12 0.10757 -1.31641 -3.39744
O4 -0.86007 -1.14687 -2.67028
C13 0.55206 -2.68295 -3.80929
C14 1.84988 -2.99120 -4.24377
C15 2.28845 -4.38541 -4.12754
C16 1.46806 -5.38155 -3.66645
C17 0.11695 -5.02027 -3.34106
C18 -0.29460 -3.70670 -3.47725
H16 0.00484 0.51154 -4.43549
H17 1.57960 -0.42176 -4.66153
H18 1.23481 0.56410 -3.12420
H19 2.41275 -2.28319 -4.91539
H20 3.35586 -4.52228 -4.37794
H21 1.84755 -6.41753 -3.76884
H22 -0.58548 -5.81356 -3.01632
H23 -1.36757 -3.53762 -3.32169
Se1 3.10517 3.58396 -4.61612
Sb1 2.85190 5.65597 -5.61182
Se2 1.00886 6.86447 -3.68434
Se3 0.38708 5.99961 -6.32380
Se4 2.41983 8.29002 -2.89593

The calculation puts the relative energy (zero: lowest compared OMol25 entry of this formula, charge and spin) at 0.0 kcal per mole. Its spin multiplicity is 5. For the maximum force, the calculation gives 3.8 eV/Å. The expectation value of S² is 6.032. As for the HOMO energy (spin up / spin down): -2.58 / -3.04 eV. For the orbital gap (spin up / spin down), the calculation gives 0.2240 / 0.1808 Eh. The charge is -2.



Entry 4:
Formula: C18H23F2N5O3S
Source: the Open Molecules 2025 dataset
Level of theory: ωB97M-V with the def2-TZVPD basis set

Positions of all 52 atoms, in Å:
H1 -6.14620 -4.83689 -4.03024
N1 -5.29088 -5.38116 -3.96097
C1 -4.29286 -4.66459 -3.65152
N2 -4.19678 -3.30780 -3.40198
C2 -2.92927 -2.84172 -3.08413
C3 -2.75176 -1.42320 -2.79294
N3 -3.78850 -0.69025 -2.91768
O1 -3.57160 0.63070 -2.57431
C4 -4.74939 1.38264 -2.84593
C5 -1.36680 -0.96495 -2.36027
O2 -0.38883 -1.25992 -3.01305
N4 -1.33892 -0.22002 -1.22902
C6 -0.11755 0.29280 -0.70187
C7 -0.00750 1.75612 -0.40437
C8 0.78553 1.16737 -1.52769
C9 2.20815 0.76069 -1.23172
N5 2.06148 -0.03275 -0.01423
C10 3.17345 -0.46398 0.72325
O3 4.11197 -1.02407 0.21235
C11 3.09342 -0.28868 2.23045
C12 2.32293 0.92889 2.72051
C13 2.55403 1.19405 4.19819
C14 3.95738 1.79074 4.51175
C15 3.28170 3.14570 4.67206
F1 3.63379 3.86903 5.76876
F2 3.47391 3.97102 3.60128
C16 1.89779 2.51232 4.69848
C17 0.75164 -0.63533 0.11808
C18 -1.99453 -3.80151 -3.06866
S1 -2.66797 -5.35158 -3.46201
H2 -4.98837 -2.69007 -3.46217
H3 -4.52114 2.40016 -2.53909
H4 -4.98245 1.35729 -3.91051
H5 -5.59247 0.99710 -2.27180
H6 -2.21193 0.04480 -0.80324
H7 -0.85740 2.37342 -0.66360
H8 0.51195 2.04988 0.49984
H9 0.51967 1.39067 -2.55002
H10 2.61869 0.19479 -2.07452
H11 2.86284 1.61112 -1.02837
H12 2.66619 -1.20944 2.64355
H13 4.12707 -0.26239 2.57990
H14 2.62093 1.81140 2.14456
H15 1.25067 0.80026 2.54879
H16 2.29657 0.31204 4.78514
H17 4.38267 1.45669 5.45600
H18 4.71039 1.72990 3.72812
H19 1.15219 2.97146 4.05182
H20 1.52082 2.45790 5.71793
H21 0.44223 -0.69128 1.16714
H22 0.70492 -1.64508 -0.31268
H23 -0.94184 -3.67430 -2.88932

The calculation puts the relative energy (zero: lowest compared OMol25 entry of this formula, charge and spin) at 16.6 kcal per mole. The SMILES is [H]/N=c1\[nH]c(/C(=N/OC)C(=O)N[C@]23C[C@H]2CN(C(=O)CCC2CC(F)(F)C2)C3)cs1. For the maximum force, the calculation gives 1.1 eV/Å. As for the HOMO energy: -7.89 eV. For the orbital gap, the calculation gives 0.2945 Eh.



Entry 5:
Formula: C18H23F2N5O3S
Source: the Open Molecules 2025 dataset
Level of theory: ωB97M-V with the def2-TZVPD basis set

Positions of all 52 atoms, in Å:
H1 -3.32609 -3.29156 -1.58923
N1 -2.46591 -3.83120 -1.63905
C1 -1.44801 -3.13496 -1.34669
N2 -1.33743 -1.80839 -0.98370
C2 -0.05109 -1.35231 -0.72494
C3 0.12709 0.03828 -0.31565
N3 -0.93552 0.74766 -0.29110
O1 -0.73615 2.05364 0.11477
C4 -1.96625 2.76209 -0.00904
C5 1.53353 0.49400 0.03334
O2 2.48114 0.15450 -0.64659
N4 1.64615 1.22955 1.16322
C6 2.91424 1.72223 1.59543
C7 3.04555 3.16203 1.99303
C8 3.73706 2.65439 0.75924
C9 5.17983 2.23458 0.90723
N5 5.18915 1.34308 2.07926
C10 6.05222 1.62531 3.10860
O3 7.11452 2.18323 2.90081
C11 5.71508 1.13207 4.50480
C12 4.80602 2.10290 5.26037
C13 4.68128 1.73382 6.72938
C14 5.94158 2.07592 7.57639
C15 5.18141 3.27817 8.12598
F1 5.23940 3.47618 9.46946
F2 5.56513 4.45454 7.54549
C16 3.86293 2.75388 7.56841
C17 3.87031 0.73845 2.24474
C18 0.88593 -2.29995 -0.87437
S1 0.18961 -3.81878 -1.35164
H2 -2.13321 -1.19616 -0.91625
H3 -1.75947 3.77243 0.33440
H4 -2.29044 2.78077 -1.04931
H5 -2.73603 2.30384 0.61208
H6 0.80497 1.58766 1.58423
H7 2.17708 3.78860 1.84028
H8 3.64135 3.40604 2.86366
H9 3.37709 2.96396 -0.21077
H10 5.50075 1.69863 0.01144
H11 5.87690 3.04995 1.08870
H12 5.27410 0.13353 4.48695
H13 6.67302 1.05696 5.01817
H14 5.20976 3.11706 5.17465
H15 3.80696 2.12218 4.81373
H16 4.34386 0.70190 6.83031
H17 6.14759 1.35124 8.36154
H18 6.85588 2.31482 7.03527
H19 3.26694 3.48318 7.02154
H20 3.26591 2.28886 8.35047
H21 3.63803 0.55160 3.29000
H22 3.81417 -0.20892 1.70160
H23 1.94687 -2.16722 -0.76224

The calculation puts the relative energy (zero: lowest compared OMol25 entry of this formula, charge and spin) at 3.6 kcal per mole. The SMILES is [H]/N=c1\[nH]c(/C(=N/OC)C(=O)N[C@]23C[C@H]2CN(C(=O)CCC2CC(F)(F)C2)C3)cs1. For the maximum force, the calculation gives 0.9 eV/Å. As for the HOMO energy: -7.95 eV. For the orbital gap, the calculation gives 0.2899 Eh.



Entry 6:
Formula: C18H23FNO2
Source: the Open Molecules 2025 dataset
Level of theory: ωB97M-V with the def2-TZVPD basis set

Positions of all 45 atoms, in Å:
C1 2.24038 1.27473 -1.46534
N1 2.36642 1.03035 -0.10170
H1 1.82582 0.24336 0.05277
C2 3.63866 0.78126 0.38821
H2 4.19269 1.55293 0.15860
H3 3.44699 0.48529 1.52825
C3 4.20498 -0.46152 -0.16847
H4 4.68306 0.04218 -1.40553
H5 5.07439 -0.66996 0.18419
O1 3.44984 -1.41312 -0.68802
C4 2.96861 -2.05718 0.38045
H6 3.12730 -1.72970 1.24429
H7 3.60225 -3.37909 0.15136
C5 1.55678 -2.44291 0.25452
H8 1.20853 -3.31190 0.80522
O2 0.76647 -1.33998 0.58686
C6 -0.48906 -1.53186 0.19976
C7 -0.99727 -0.95449 -1.00302
C8 -2.20547 -0.78914 -1.44310
C9 -3.23003 -1.33144 -0.31775
C10 -2.82341 -1.87982 0.69524
C11 -1.54387 -1.77520 1.23152
H9 -1.07483 -2.12870 2.07965
H10 -3.56240 -2.20540 1.66373
F1 -4.51213 -1.18855 -0.95330
H11 -2.59209 -0.50944 -2.33526
H12 -0.23565 -0.73098 -1.81367
H13 1.36260 -2.71632 -0.83173
C12 1.47441 2.12289 0.75124
C13 0.09092 2.11304 0.55234
C14 -0.55199 2.97337 -0.59134
C15 -1.97280 2.82123 -0.79243
C16 -2.68205 2.17757 0.25950
C17 -2.12590 1.31990 1.25108
C18 -0.75837 1.38029 1.39216
H14 -0.21400 1.11477 2.23821
H15 -2.67506 0.92219 1.82373
H16 -3.78898 2.15681 0.41481
H17 -2.43065 3.44574 -1.44524
H18 -0.09011 3.58489 -1.13061
H19 1.88014 1.97928 1.85872
H20 1.83978 3.16934 0.51161
H21 1.07657 1.47791 -1.82548
H22 2.80085 1.96157 -1.77766
H23 2.40577 0.43912 -2.14680

The calculation puts the relative energy (zero: lowest compared OMol25 entry of this formula, charge and spin) at 324.9 kcal per mole. For the maximum force, the calculation gives 15.3 eV/Å. As for the HOMO energy: -11.65 eV. For the orbital gap, the calculation gives 0.3223 Eh. The charge is +1.



- What is the maximum force in the third record?
  3.8 eV/Å



Repeat the fifth record exactly.
Formula: C18H23F2N5O3S
Source: the Open Molecules 2025 dataset
Level of theory: ωB97M-V with the def2-TZVPD basis set

Positions of all 52 atoms, in Å:
H1 -3.32609 -3.29156 -1.58923
N1 -2.46591 -3.83120 -1.63905
C1 -1.44801 -3.13496 -1.34669
N2 -1.33743 -1.80839 -0.98370
C2 -0.05109 -1.35231 -0.72494
C3 0.12709 0.03828 -0.31565
N3 -0.93552 0.74766 -0.29110
O1 -0.73615 2.05364 0.11477
C4 -1.96625 2.76209 -0.00904
C5 1.53353 0.49400 0.03334
O2 2.48114 0.15450 -0.64659
N4 1.64615 1.22955 1.16322
C6 2.91424 1.72223 1.59543
C7 3.04555 3.16203 1.99303
C8 3.73706 2.65439 0.75924
C9 5.17983 2.23458 0.90723
N5 5.18915 1.34308 2.07926
C10 6.05222 1.62531 3.10860
O3 7.11452 2.18323 2.90081
C11 5.71508 1.13207 4.50480
C12 4.80602 2.10290 5.26037
C13 4.68128 1.73382 6.72938
C14 5.94158 2.07592 7.57639
C15 5.18141 3.27817 8.12598
F1 5.23940 3.47618 9.46946
F2 5.56513 4.45454 7.54549
C16 3.86293 2.75388 7.56841
C17 3.87031 0.73845 2.24474
C18 0.88593 -2.29995 -0.87437
S1 0.18961 -3.81878 -1.35164
H2 -2.13321 -1.19616 -0.91625
H3 -1.75947 3.77243 0.33440
H4 -2.29044 2.78077 -1.04931
H5 -2.73603 2.30384 0.61208
H6 0.80497 1.58766 1.58423
H7 2.17708 3.78860 1.84028
H8 3.64135 3.40604 2.86366
H9 3.37709 2.96396 -0.21077
H10 5.50075 1.69863 0.01144
H11 5.87690 3.04995 1.08870
H12 5.27410 0.13353 4.48695
H13 6.67302 1.05696 5.01817
H14 5.20976 3.11706 5.17465
H15 3.80696 2.12218 4.81373
H16 4.34386 0.70190 6.83031
H17 6.14759 1.35124 8.36154
H18 6.85588 2.31482 7.03527
H19 3.26694 3.48318 7.02154
H20 3.26591 2.28886 8.35047
H21 3.63803 0.55160 3.29000
H22 3.81417 -0.20892 1.70160
H23 1.94687 -2.16722 -0.76224

The calculation puts the relative energy (zero: lowest compared OMol25 entry of this formula, charge and spin) at 3.6 kcal per mole. The SMILES is [H]/N=c1\[nH]c(/C(=N/OC)C(=O)N[C@]23C[C@H]2CN(C(=O)CCC2CC(F)(F)C2)C3)cs1. For the maximum force, the calculation gives 0.9 eV/Å. As for the HOMO energy: -7.95 eV. For the orbital gap, the calculation gives 0.2899 Eh.



- Number 1 is which compound?
  C18H23AuO



Please write out number 6 again, unchanged.
Formula: C18H23FNO2
Source: the Open Molecules 2025 dataset
Level of theory: ωB97M-V with the def2-TZVPD basis set

Positions of all 45 atoms, in Å:
C1 2.24038 1.27473 -1.46534
N1 2.36642 1.03035 -0.10170
H1 1.82582 0.24336 0.05277
C2 3.63866 0.78126 0.38821
H2 4.19269 1.55293 0.15860
H3 3.44699 0.48529 1.52825
C3 4.20498 -0.46152 -0.16847
H4 4.68306 0.04218 -1.40553
H5 5.07439 -0.66996 0.18419
O1 3.44984 -1.41312 -0.68802
C4 2.96861 -2.05718 0.38045
H6 3.12730 -1.72970 1.24429
H7 3.60225 -3.37909 0.15136
C5 1.55678 -2.44291 0.25452
H8 1.20853 -3.31190 0.80522
O2 0.76647 -1.33998 0.58686
C6 -0.48906 -1.53186 0.19976
C7 -0.99727 -0.95449 -1.00302
C8 -2.20547 -0.78914 -1.44310
C9 -3.23003 -1.33144 -0.31775
C10 -2.82341 -1.87982 0.69524
C11 -1.54387 -1.77520 1.23152
H9 -1.07483 -2.12870 2.07965
H10 -3.56240 -2.20540 1.66373
F1 -4.51213 -1.18855 -0.95330
H11 -2.59209 -0.50944 -2.33526
H12 -0.23565 -0.73098 -1.81367
H13 1.36260 -2.71632 -0.83173
C12 1.47441 2.12289 0.75124
C13 0.09092 2.11304 0.55234
C14 -0.55199 2.97337 -0.59134
C15 -1.97280 2.82123 -0.79243
C16 -2.68205 2.17757 0.25950
C17 -2.12590 1.31990 1.25108
C18 -0.75837 1.38029 1.39216
H14 -0.21400 1.11477 2.23821
H15 -2.67506 0.92219 1.82373
H16 -3.78898 2.15681 0.41481
H17 -2.43065 3.44574 -1.44524
H18 -0.09011 3.58489 -1.13061
H19 1.88014 1.97928 1.85872
H20 1.83978 3.16934 0.51161
H21 1.07657 1.47791 -1.82548
H22 2.80085 1.96157 -1.77766
H23 2.40577 0.43912 -2.14680

The calculation puts the relative energy (zero: lowest compared OMol25 entry of this formula, charge and spin) at 324.9 kcal per mole. For the maximum force, the calculation gives 15.3 eV/Å. As for the HOMO energy: -11.65 eV. For the orbital gap, the calculation gives 0.3223 Eh. The charge is +1.